Here is a 10-piece molecular cluster, C62H140N11O12 overall at a distorted geometry from the OMol25 dataset. Energies are from ωB97M-V/def2-TZVPD.

Each line ends with the Löwdin charge.
Atoms and positions in Å:
H  0.68  1.23  4.21  0.052
H  2.93  -0.79  2.41  0.061
H  3.14  3.69  -1.76  0.094
H  0.96  -1.94  5.01  0.074
C  3.98  -1.08  2.40  -0.054
H  -1.50  -1.30  0.67  0.111
C  -4.63  -2.28  2.67  -0.725
H  4.38  9.44  -0.98  0.081
C  3.90  -2.33  0.19  -0.018
H  -2.05  0.62  -0.94  0.075
C  -2.51  4.19  1.34  -0.744
H  -0.46  -3.14  1.98  0.081
H  5.28  4.92  -1.60  0.103
H  0.62  3.86  -0.71  0.074
H  -1.27  -3.75  -1.91  0.099
H  1.05  5.03  0.45  0.063
H  3.32  4.61  -0.20  0.106
C  1.48  1.17  7.06  -0.017
C  -0.54  2.65  7.26  -0.039
H  2.47  1.01  6.64  0.063
H  3.31  -0.48  -6.08  0.109
C  8.49  -1.19  0.44  -0.047
C  1.81  5.43  -1.64  -0.458
O  -5.55  -3.06  3.06  -0.010
C  1.24  -3.95  3.13  -0.103
H  -0.22  -6.53  -4.76  0.119
H  0.08  -6.17  2.07  0.126
H  3.43  2.41  -5.76  0.093
O  -11.52  -0.03  -3.34  -0.205
H  -3.09  -1.71  -1.84  0.075
C  -10.55  -0.40  -4.28  -0.250
H  0.20  -5.02  -4.13  0.097
H  6.78  -3.55  -0.42  0.076
H  0.70  -4.14  1.06  0.103
C  3.18  4.66  -1.28  -0.090
H  2.15  1.00  -2.47  0.086
H  -3.19  -0.96  3.10  0.067
H  1.90  3.34  8.22  0.113
C  1.43  -1.20  -6.66  -0.165
N  1.55  0.04  -3.98  -0.099
H  1.76  -1.73  -7.55  0.113
C  2.37  0.00  -6.35  -0.150
H  -1.07  3.57  7.00  0.089
H  -2.54  -4.93  -3.23  0.071
H  -3.19  -4.78  0.26  0.123
H  -9.39  -2.10  -4.71  0.110
C  -9.77  -1.59  -3.83  -0.191
O  6.49  -2.49  1.98  -0.021
H  8.84  -2.07  0.97  0.073
H  1.25  4.00  -3.34  0.059
H  4.90  6.96  -0.58  0.112
H  7.84  -2.88  -1.48  0.068
C  1.85  -4.42  5.56  -0.028
H  -1.74  2.47  1.34  0.056
H  2.22  -2.11  -2.72  0.077
H  -9.86  0.44  -4.34  0.126
N  -4.25  -2.03  1.43  0.194
H  3.72  3.22  6.89  0.112
O  0.88  7.53  -1.53  0.003
H  2.61  0.49  -7.30  0.119
O  -1.50  -4.83  -5.03  -0.200
H  -11.07  -0.63  -5.21  0.121
O  -0.83  -5.29  5.92  0.005
N  0.81  2.81  5.19  -0.084
C  2.84  4.36  5.23  -0.156
H  2.91  2.48  -3.99  0.052
C  1.12  -2.04  -5.39  -0.133
C  -2.46  -4.43  3.49  -0.053
H  -2.96  -4.85  -6.40  0.094
C  -3.84  -2.46  -2.08  -0.093
C  -0.63  -5.35  2.18  -0.146
H  2.32  5.31  5.11  0.115
H  -1.47  -4.59  6.04  0.084
C  -0.66  -5.67  -4.25  -0.203
H  6.95  0.02  -1.86  0.122
H  -3.65  -1.22  1.42  0.061
H  -1.57  -7.25  -3.23  0.107
H  3.74  4.73  4.75  0.124
H  -6.79  -1.34  -1.01  0.112
H  -2.14  -3.40  3.33  0.053
H  -9.26  -1.49  -1.16  0.130
H  -1.35  -1.99  -3.67  0.057
H  -2.20  -6.35  -6.40  0.088
H  -13.20  1.26  -3.03  0.080
C  -7.38  -0.43  -1.15  -0.203
C  2.04  3.30  4.45  -0.461
C  0.76  -1.30  -4.09  -0.408
H  -2.56  -6.86  4.73  0.075
H  8.61  -0.43  1.21  0.073
H  0.73  0.58  1.67  0.066
O  1.29  0.81  -2.86  -0.036
H  2.04  -4.66  2.95  0.122
C  4.27  0.19  0.29  -0.102
H  -4.29  -2.64  0.63  0.073
N  6.09  -1.44  1.06  -0.106
H  -7.53  0.14  -0.24  0.118
H  -0.39  -6.38  -2.27  0.119
C  3.25  7.63  -1.87  -0.475
C  4.60  -1.20  1.04  -0.448
H  5.44  7.38  -2.08  0.123
N  2.05  6.87  -1.47  -0.138
H  -0.50  -0.02  -1.24  0.053
C  3.42  8.92  -1.00  -0.036
H  -0.75  -2.25  4.73  0.066
H  -1.22  -0.71  -5.03  0.079
H  9.27  -0.88  -0.27  0.079
C  -8.75  -0.77  -1.79  -0.203
H  4.45  5.31  -2.99  0.102
H  3.97  1.32  -4.66  0.076
O  0.03  1.92  4.41  -0.009
H  -1.29  1.89  7.01  0.077
H  -3.18  -6.04  -5.03  0.092
H  2.35  8.48  -3.63  0.087
H  0.81  -3.21  -3.04  0.065
N  -4.01  -1.43  3.46  0.155
H  -0.72  1.48  -0.34  0.074
H  1.74  -4.20  6.62  0.076
H  -2.78  -7.10  3.08  0.084
H  -9.22  0.21  -1.83  0.113
C  -5.47  0.98  -1.30  -0.118
O  -2.61  5.41  1.41  0.019
H  6.13  -2.59  -1.72  0.057
C  0.84  2.51  6.61  -0.504
C  0.17  -2.68  5.12  -0.042
H  -1.24  -7.52  3.85  0.079
H  0.80  -1.68  -1.98  0.058
C  0.78  4.93  -0.60  -0.035
H  0.22  -2.59  -5.68  0.102
H  -4.43  3.77  1.17  0.124
H  3.38  4.97  7.11  0.117
N  -2.35  -5.48  -2.41  -0.018
C  1.44  5.04  -3.09  -0.017
H  -0.06  -2.66  6.18  0.077
N  -1.46  3.42  1.53  0.183
C  7.02  -1.27  -0.10  -0.417
H  2.36  5.21  -3.65  0.059
H  0.68  7.78  -0.62  0.115
O  -6.65  0.52  -1.92  -0.214
H  0.99  4.86  3.40  0.097
C  -2.96  -4.02  -0.49  -0.194
H  2.78  9.70  -1.44  0.071
C  0.60  1.69  -5.63  -0.021
N  -3.52  3.36  1.33  0.159
C  -1.24  -6.26  -2.93  -0.201
H  -2.98  -4.42  4.45  0.090
H  -4.09  -1.67  4.43  0.121
C  3.05  1.88  -4.89  -0.037
H  -5.82  1.60  -0.47  0.084
H  6.90  0.95  -0.28  0.120
H  -7.92  -0.68  -3.61  0.096
C  -1.09  0.46  -0.45  -0.059
H  -4.92  1.58  -2.03  0.092
H  -4.79  0.20  -0.96  0.058
H  -1.11  -4.95  -0.72  0.098
C  6.60  0.05  -0.83  -0.117
H  1.12  4.65  7.26  0.128
H  2.32  4.28  2.43  0.075
H  5.01  1.25  -1.51  0.102
H  0.98  3.29  2.45  0.047
H  -1.30  -5.51  1.34  0.093
H  4.24  -2.38  -0.85  0.052
H  -1.05  -0.33  -3.40  0.056
H  3.20  0.07  0.11  0.093
C  0.67  -4.03  4.56  -0.466
H  4.17  8.45  -3.66  0.087
C  3.02  4.03  6.69  -0.180
H  3.18  7.06  -3.99  0.065
C  1.14  -2.18  -2.88  -0.029
O  -2.26  0.29  1.70  0.028
H  4.52  -0.37  3.02  0.086
C  1.90  0.90  -5.18  -0.442
H  2.10  -5.48  5.52  0.084
C  -1.27  -5.39  3.56  -0.474
H  -0.52  3.80  1.52  0.066
H  -3.27  2.40  1.18  0.074
H  -0.45  2.54  8.34  0.086
H  1.69  1.12  8.13  0.086
C  -1.28  -0.25  0.85  -0.430
H  0.06  -0.65  2.55  0.060
C  1.53  3.96  3.11  -0.031
H  -11.82  2.05  -3.70  0.088
H  0.55  5.59  -3.42  0.092
C  0.14  -4.05  1.99  -0.157
H  -3.16  -4.67  2.69  0.084
H  1.68  -2.97  2.94  0.083
H  0.88  2.50  -6.30  0.081
H  4.70  -0.49  -1.65  0.093
H  -3.53  -2.84  -3.05  0.085
N  -0.30  -5.13  4.63  -0.099
C  2.93  2.20  4.01  -0.058
H  2.85  -2.06  0.11  0.053
H  0.55  -0.62  -6.92  0.085
C  -2.03  -6.77  3.79  -0.026
H  3.47  1.68  4.80  0.081
H  3.08  8.86  0.03  0.081
H  4.01  -3.28  0.72  0.086
C  -12.34  1.09  -3.67  -0.099
C  6.91  -2.62  -0.97  -0.028
C  0.21  -0.36  1.51  0.002
N  -8.49  -1.34  -3.10  -0.053
H  -0.14  5.46  -0.85  0.086
H  0.90  -1.07  1.05  0.064
H  0.03  2.07  -4.79  0.070
H  -0.18  1.08  -6.08  0.056
H  -10.47  -2.28  -3.35  0.125
H  0.83  0.37  6.70  0.072
O  -4.11  -3.47  -1.14  -0.182
H  -12.90  0.80  -4.56  0.082
C  5.11  0.28  -1.01  -0.194
H  1.91  -2.78  -5.32  0.115
C  1.63  3.69  7.22  -0.147
C  -0.83  -1.14  -4.11  -0.010
H  3.75  2.52  3.37  0.094
C  4.58  6.88  -1.62  -0.159
H  -4.76  -1.87  -2.13  0.082
C  3.25  7.95  -3.36  -0.034
H  3.97  -2.01  2.98  0.077
C  -1.84  -4.55  -1.44  -0.207
C  -2.49  -5.55  -5.72  -0.117
H  4.47  1.01  0.98  0.107
H  -2.43  -3.20  -0.01  0.084
C  4.36  5.42  -1.91  -0.205
H  2.33  1.50  3.42  0.061
H  2.73  -3.87  5.23  0.069
H  6.50  -1.98  2.79  0.090

Properties
Total charge   0
2S+1   2
E   -107510.144 eV
Gap between HOMO and LUMO (spin up / spin down)   8.3 / 4.8 eV